Below is C4H5MnO2 as an isolated structure in a non-equilibrium geometry, with properties calculated with ωB97M-V with the def2-TZVPD basis set.

⟨S²⟩: 8.7663
Maximum force (eV/Å): 4.59
Charge: +1
Gap between HOMO and LUMO (alpha / beta) (eV): 6.169 / 6.066
M (g mol⁻¹): 140.0
ΔE to the lowest compared entry with this formula, charge and spin (kcal/mol): 17.38
DFT total energy (a.u.): -1456.46493
E_HOMO (alpha / beta) (eV): -12.93 / -12.93
2S+1: 6

Each line ends with the Löwdin spin population.
Cartesian coordinates (Å):
1 H 2.96142 -1.42180 0.08134  0.000
2 O 2.00861 -1.46825 0.19683  0.001
3 C 1.42593 -0.27665 -0.28684  0.003
4 C -0.03901 -0.32441 -0.13502  0.012
5 C -1.13558 -0.92604 0.21672  0.010
6 H 1.66376 -0.11851 -1.35401  0.000
7 H 1.80313 0.60609 0.25894  0.000
8 H -1.62830 -1.78284 0.66560  0.002
9 C -1.31710 0.56631 -0.17750  0.051
10 O -1.43556 1.56494 0.74942  0.253
11 Mn -2.64185 2.77587 0.98133  4.661
12 H -1.66543 0.80529 -1.19681  0.008